Computed, not measured: a molecular structure, C78H184AsF6N9O5 in a non-equilibrium geometry, with wB97M-V/def2-TZVPD.

```
283
Properties=species:S:1:pos:R:3:forces:R:3:mulliken_charge:R:1
As 15.12333 19.52498 15.35942 0.7793 0.5234 0.2765 2.476
F 15.46431 19.52485 13.75368 0.1212 0.3481 -3.5483 -0.546
F 13.96028 18.32024 15.14130 -1.5599 -1.5589 -0.2274 -0.637
F 16.31948 18.31545 15.49289 1.0543 -1.4628 0.8538 -0.408
F 13.90892 20.70292 15.21658 -0.8964 1.1753 -0.3453 -0.550
F 14.83360 19.50237 17.00301 -0.1725 -0.2264 2.7511 -0.650
F 16.36798 20.68578 15.58014 0.6364 1.1106 0.4635 -0.610
O 22.81728 15.98679 14.83731 0.3080 0.2875 -0.7551 -0.147
O 14.58164 12.54982 17.71669 -0.8062 -0.4719 -0.9892 -0.466
O 11.64366 21.19746 17.67960 0.0153 -0.3548 0.2068 -0.203
O 19.97464 19.72564 14.03960 0.1311 0.4334 0.8914 -0.236
O 13.58343 16.12825 21.51670 0.1369 -0.3936 0.2481 0.042
N 18.13342 20.31508 19.77112 -0.8199 -0.1487 0.5716 1.304
N 14.78174 13.29776 23.68048 -1.6474 1.8020 0.1509 0.006
N 20.07091 22.81165 14.16302 -0.0425 0.4401 -0.8618 0.516
N 11.03947 21.98390 20.47173 -1.2179 0.3314 0.4448 0.218
N 16.44851 15.45730 11.71134 1.2391 0.5815 -1.0034 0.914
N 10.44674 19.77400 12.42509 -0.5095 2.1309 0.9914 1.346
N 22.28485 15.32889 17.64132 2.0041 -0.7108 0.4212 0.238
N 13.17829 15.31151 17.29386 -1.2822 -1.2232 2.5210 1.390
N 14.96635 27.24742 11.83910 -0.5897 0.7766 -0.2848 0.880
C 10.58964 22.72920 19.22010 1.4168 -0.5905 0.1770 -0.745
C 13.83917 28.16137 12.27690 0.2150 -0.2577 1.0355 -0.914
C 17.81533 14.72997 11.58988 -0.5037 0.1300 0.5681 -0.630
C 14.56722 26.63198 10.45622 0.0452 -0.3768 0.3429 -0.522
C 11.55232 22.56099 18.07235 -0.1324 0.2367 -0.8693 -0.137
C 17.04351 14.45437 13.80327 0.5135 0.7398 1.3796 -0.210
C 13.35507 15.19178 9.54955 -0.3686 0.6967 -0.4307 -1.576
C 12.47477 30.21986 12.00893 -0.4086 -1.3425 -0.7795 -0.692
C 18.62387 19.14766 18.90590 0.4118 0.2824 0.0406 0.591
C 10.38489 17.34877 12.73134 0.8121 -2.3238 0.5366 1.162
C 14.62837 15.54037 17.31420 -0.0737 0.1167 1.0714 -0.468
C 23.81456 16.24158 15.81039 1.0186 -0.4836 0.0433 -0.770
C 20.87024 24.08882 13.92632 -0.5615 0.7579 -0.3071 -0.288
C 10.22770 20.00396 13.93779 -0.1210 -0.3440 0.0465 -0.588
C 13.98208 25.36427 13.14240 1.4593 -0.3221 0.8646 -0.209
C 12.53230 16.31557 18.16324 -0.8528 1.0059 0.3837 -0.391
C 14.88561 10.79340 24.10670 -0.1501 0.6999 1.3078 -1.288
C 15.20048 26.20576 12.88151 -1.0759 -0.1804 -0.9136 -1.246
C 17.96107 18.77601 10.46936 -1.0656 -1.4153 -0.8386 0.316
C 15.91627 15.15356 13.03515 -0.0838 -0.2772 1.5642 -0.300
C 16.82890 27.23045 10.42635 0.5790 -1.2246 -0.8287 -0.255
C 16.68749 18.50674 20.22634 0.7878 -1.1319 -0.8973 0.407
C 9.70126 21.02581 11.77388 0.0146 -0.7527 0.1076 -0.617
C 19.91653 14.47553 17.11475 -0.6410 -0.5318 0.6256 -1.049
C 12.23824 19.51458 10.66673 0.1053 0.7765 0.4176 -0.239
C 23.29942 15.83666 13.47033 0.7160 -0.2272 -0.2461 -0.875
C 21.20765 22.32895 20.39788 0.5072 1.9432 -0.8634 -0.547
C 19.54596 22.38711 12.79320 -0.2263 -0.4421 0.0171 -0.070
C 23.68671 15.30924 17.00982 -0.0755 0.7028 0.1271 -0.390
C 12.43084 16.79864 22.01315 0.7797 0.4616 -0.1161 -0.797
C 22.50496 17.84312 18.19557 0.6471 -0.3374 1.6407 -1.754
C 12.66948 13.93801 17.94694 1.4196 0.3866 -0.3562 -0.253
C 15.88466 23.21780 18.68695 0.8339 0.5419 -0.5796 -1.141
C 15.60908 27.08929 9.47590 0.8945 1.4724 0.3158 -0.720
C 14.28462 15.90522 10.52837 -0.7560 -0.6205 0.1246 1.204
C 17.28178 19.71849 20.87608 -0.4710 -0.5653 -0.7059 -1.127
C 21.76039 16.68956 17.59978 -1.3914 0.0226 -0.0516 -0.297
C 12.66694 15.41160 15.95905 -0.4173 0.2426 -1.6535 -0.626
C 15.82458 12.59491 21.45264 1.3918 -0.7376 1.3575 -0.971
C 9.82309 16.02522 12.16568 -0.3493 0.0143 0.3296 -0.744
C 19.29818 20.96887 20.46523 -0.1401 0.2600 -0.2214 -1.754
C 11.89918 19.85792 12.12807 0.7669 -0.4394 -0.4216 -0.612
C 8.93164 21.65927 12.89224 1.1006 -0.3953 1.2618 -0.822
C 18.32986 19.37341 9.16356 0.3852 1.4379 -0.4712 -1.708
C 16.29425 27.93250 11.61546 -0.4202 0.9750 0.3121 -0.414
C 9.83193 18.50315 12.02833 -0.2196 0.5438 -1.3965 -1.789
C 17.44098 17.32722 10.26957 0.0017 -0.1157 1.4171 -1.154
C 13.73297 19.65980 10.48851 0.7806 0.0980 -0.4199 -0.988
C 19.99336 20.55735 15.22560 -0.0081 -3.0132 0.0826 1.903
C 10.43140 20.60402 20.49921 0.1750 0.8708 0.8045 -1.011
C 16.79869 22.50937 19.67610 -0.4929 -1.1120 -0.3484 0.011
C 21.39518 14.34418 16.94744 0.5017 -1.1611 -0.3874 -0.161
C 14.44867 24.29960 14.14419 -1.1611 -0.1190 -0.3947 -1.237
C 10.52911 22.76777 21.66080 0.8290 -0.2236 0.8669 -0.878
C 11.16274 29.45656 12.30947 -0.1329 0.6213 0.6299 -1.132
C 10.41946 14.79101 12.81058 0.5827 -0.3072 0.7005 -0.929
C 20.80912 21.74334 14.90903 0.1236 1.3945 0.7046 -1.871
C 17.79986 13.73573 12.71091 -0.3230 -2.1461 0.2148 -0.898
C 15.53669 15.07225 10.57146 0.5236 0.5171 0.1079 -1.453
C 20.65376 21.89880 11.85594 -1.1414 -0.2178 0.0083 -0.999
C 21.57830 24.75364 15.07865 1.0524 0.0004 -0.5185 -1.312
C 13.19085 12.66576 17.33097 -0.5619 -0.0306 1.3286 -0.700
C 13.98992 11.98745 23.85126 0.7616 -0.1079 0.6114 -0.253
C 17.84529 17.92411 19.32914 -0.4615 -1.7396 0.8177 -0.561
C 18.89953 23.25800 14.90791 -1.0626 0.6509 0.7255 -0.909
C 22.04972 23.44104 19.73236 -0.0671 0.1977 0.8992 -1.448
C 13.79575 14.25234 23.04565 0.0633 1.6977 -0.7826 -0.940
C 15.10301 14.02720 24.94663 0.1713 -0.3196 1.6922 -0.886
C 16.70861 16.96083 11.58487 -0.3019 -0.7414 -1.1477 0.251
C 17.29895 21.23330 18.92537 0.4161 1.5772 0.0707 -0.293
C 22.53762 14.82120 19.02291 -0.4722 -0.4415 -0.1058 -1.003
C 19.50387 18.38777 14.26008 -0.0813 1.4763 -0.3915 0.757
C 9.90238 21.46963 14.11865 -0.7652 0.4453 -0.9435 -0.169
C 16.02225 13.16344 22.90168 0.7032 -0.2814 -1.2588 -0.761
C 13.47215 29.23748 11.30506 0.4433 1.8738 0.8432 -0.523
C 14.39394 15.65050 22.59517 -0.1234 -0.8705 -0.9330 -0.634
C 12.50319 21.86342 20.56877 1.3176 -0.4489 0.1545 -1.233
C 20.10026 21.81186 19.51701 0.3982 -0.6727 -0.3330 0.792
H 16.28283 17.84229 21.00181 -0.0565 -0.0506 -0.6079 0.238
H 24.37273 15.66873 17.80426 -0.2851 -0.2415 -0.5326 0.502
H 11.57780 15.18673 15.91844 0.8972 -0.0873 -0.0851 0.315
H 11.97411 18.49723 10.52108 -0.1981 -1.1010 -0.2294 0.115
H 23.76724 17.28544 16.15984 0.0674 -0.3438 -0.4832 0.159
H 14.12978 28.55963 13.28112 -0.1769 -0.1353 -0.7675 0.229
H 18.52115 24.11156 14.34495 -0.4156 -0.2315 0.1757 0.422
H 15.35354 28.08980 9.06083 0.0857 -0.5718 0.2907 0.296
H 13.38779 11.93794 22.94138 -0.1348 -0.3153 0.4512 0.359
H 17.26301 17.25851 12.45566 0.4928 0.0213 0.4095 0.077
H 18.53104 17.19836 19.84422 -0.7385 0.7196 -0.0829 0.408
H 16.52907 14.14288 22.89875 -0.3133 -0.4270 -0.1346 0.651
H 15.58000 14.98754 24.71224 -0.1353 -0.4312 0.0110 0.391
H 17.39187 17.33153 18.49319 0.5292 0.7714 0.4490 0.188
H 22.44230 24.16124 15.40796 -0.4102 0.0643 0.3676 0.368
H 8.98044 20.74766 10.99944 0.7204 -0.4221 -0.2263 0.350
H 12.99400 14.25037 9.96390 -0.2760 0.1375 -0.0344 0.438
H 11.14011 23.66743 21.82586 -0.1665 -0.2615 -0.3901 0.431
H 12.90076 21.50501 21.56824 -1.0616 0.5813 -0.9553 0.396
H 10.49125 21.66944 11.41592 0.0618 0.0649 -0.3410 0.440
H 14.75823 24.69490 15.11822 -0.3054 -0.1444 -0.1584 0.469
H 8.72932 22.70106 12.65971 -0.4774 -0.0992 0.0895 0.441
H 14.36696 9.99208 24.62523 -0.5006 -0.2375 -0.6199 0.431
H 11.51508 14.71795 12.64790 -0.3755 0.1642 0.0059 0.037
H 18.96748 23.25356 12.40273 0.5996 -0.4840 0.1865 0.528
H 13.02393 13.90248 18.98264 -0.2477 0.6137 -0.0762 0.028
H 19.18454 23.65550 15.88035 0.1576 -0.1892 0.0933 0.232
H 9.48666 23.05424 21.58682 -0.1441 -0.2379 -0.2942 0.392
H 17.10248 26.21104 10.75223 0.2864 0.1767 -0.3329 -0.060
H 17.71516 27.72224 10.03758 -0.0391 -0.0184 -0.2615 0.507
H 17.88680 14.27971 10.60594 0.2483 0.2040 -0.0706 0.255
H 15.19031 11.70538 21.42775 -0.0187 0.2086 0.0833 0.316
H 24.86816 16.04971 15.47830 -0.8754 0.2849 -0.2096 0.607
H 16.50786 20.68012 18.39845 0.0335 -0.0618 0.6691 -0.170
H 22.89507 23.68778 20.36564 0.0195 0.1069 0.3461 0.449
H 21.33001 21.24006 12.40192 0.0727 0.1186 -0.3363 0.177
H 15.00280 22.62179 18.46374 -0.3728 0.3089 0.2352 0.014
H 18.76388 20.35481 9.37578 0.0777 0.0564 -0.3634 0.397
H 16.83366 17.14249 9.38111 -0.3517 0.8113 0.1183 0.513
H 16.88233 27.87343 12.54039 -0.1236 -0.0522 -0.3522 0.207
H 15.23769 23.70144 13.72333 0.6613 -0.1180 -0.1883 0.311
H 16.69752 12.52506 23.48287 -0.3391 -0.0908 -0.2117 0.637
H 12.25369 20.83725 12.46756 -0.1686 -0.0010 -0.3304 0.806
H 17.12923 19.34148 10.87710 -0.0279 0.2916 0.4545 -0.024
H 11.67170 20.06603 9.91500 0.0190 0.3029 0.1779 0.421
H 19.59081 17.92409 13.27863 -0.1518 -0.2565 0.1637 0.245
H 23.56079 17.96806 17.95506 -0.2856 0.1234 -0.4140 0.523
H 13.31162 14.73871 15.38606 -0.7156 -0.0728 -0.4196 0.505
H 18.11670 22.50196 15.02730 0.3192 0.0515 -0.2080 0.235
H 13.66895 24.84038 12.25042 -0.4885 0.1736 -0.1964 0.352
H 9.99504 15.91887 11.09078 0.0205 0.4179 -0.0099 0.355
H 20.73040 22.77696 21.29251 0.6275 -0.5013 -0.1112 0.349
H 15.95271 18.78520 19.44631 -0.2464 0.0170 0.9373 -0.187
H 9.39142 19.35182 14.22121 0.0246 0.4307 -0.0653 0.566
H 21.04288 22.22880 15.86858 0.3983 -0.1110 -0.3375 0.576
H 15.04702 14.51330 12.92733 -0.0603 -0.2074 -0.0060 0.309
H 11.08181 28.83053 13.20905 0.5257 0.2671 0.0469 0.265
H 11.08396 19.64985 14.49488 0.4246 -0.0773 -0.1150 -0.150
H 13.58973 26.98960 10.14176 -0.1103 -0.3539 0.5095 0.257
H 10.79069 22.12903 14.06879 -0.3234 -0.3600 -0.1937 -0.057
H 20.51940 21.20252 18.69435 -0.0761 0.1458 0.1715 -0.370
H 15.72850 26.43436 8.61700 0.1507 -0.2052 0.1907 0.418
H 15.95010 25.59402 12.43653 0.9041 -0.5934 0.0306 0.353
H 18.97812 20.71683 15.66046 0.4552 0.1371 -0.5852 -0.423
H 15.77869 13.43691 25.55831 0.2969 -0.1094 -0.1348 0.441
H 21.56958 14.64580 19.48070 0.0446 -0.2266 0.2557 0.296
H 19.53723 14.55809 18.14610 0.2119 0.3117 -0.3063 0.192
H 8.76688 18.65179 12.12391 -0.4094 -0.2585 0.1594 0.603
H 20.14553 21.28172 11.08719 0.4882 0.4091 0.2651 0.030
H 13.39728 13.85699 22.10008 0.1209 -0.2544 0.5199 0.170
H 17.62078 23.18494 19.93428 -0.0562 -0.3436 0.1073 0.237
H 22.06786 25.61704 14.60321 -0.2109 -0.0277 0.2151 0.485
H 12.99540 27.47992 12.41858 0.0388 0.3938 -0.0167 0.466
H 14.41404 16.93320 10.18642 0.3488 -0.1363 0.0537 -0.235
H 21.49026 24.37942 19.61010 0.0312 -0.3607 -0.1481 0.357
H 11.13949 23.14475 17.25187 -0.0487 0.2417 -0.0687 0.557
H 21.71404 21.45669 14.36981 -0.1213 0.1970 0.1756 0.322
H 17.46814 19.55570 8.52639 -0.0794 -0.1508 -0.0976 0.378
H 18.24574 16.61682 10.10026 0.4693 0.2091 0.1521 0.655
H 15.72598 17.41867 11.66741 0.1306 0.2071 -0.0624 -0.076
H 24.19786 16.45571 13.24812 -0.4593 -0.5066 0.5011 0.391
H 14.47218 16.42007 23.38052 -0.0568 -0.4049 -0.1131 0.605
H 20.54158 19.96906 16.02824 -0.3164 0.6538 -0.6443 -0.733
H 12.96726 30.73629 12.83647 -0.2211 -0.3253 0.1920 0.399
H 9.64475 22.31274 18.92614 -0.6764 0.2198 0.2028 0.283
H 12.92056 12.64545 16.28557 0.6541 -0.3314 -0.6254 0.342
H 19.87644 20.15377 20.97279 -0.3782 0.6724 -0.6309 0.639
H 16.17450 15.29237 9.72221 -0.3677 -0.3912 -0.4539 0.619
H 18.46953 18.52309 14.57363 -0.1984 -0.7953 0.1326 -0.013
H 9.38619 21.70450 15.04697 0.0279 -0.2872 0.1262 0.363
H 23.09996 15.53444 19.58512 0.2568 0.5509 0.3294 0.460
H 10.25554 14.73367 13.91682 -0.0937 0.0650 -0.8362 0.222
H 13.23833 26.01512 13.56822 -0.6634 -0.3030 0.1023 0.416
H 21.16105 22.73332 11.38004 0.1844 -0.2073 -0.0912 0.561
H 22.50794 17.81276 19.30125 -0.2155 -0.0246 -0.3830 0.401
H 14.84272 15.59738 18.38755 0.6478 -0.3625 -0.3239 -0.193
H 12.85643 17.56248 22.67840 -0.8286 0.3451 -0.1015 0.400
H 16.22222 22.26222 20.60077 0.5703 0.2280 -0.6386 0.259
H 10.05364 18.36405 10.96891 -0.3764 0.1641 -0.0349 0.386
H 13.84249 14.94958 8.58620 -0.1538 0.2787 0.4432 0.384
H 8.05252 21.02108 13.07634 -0.0967 0.8257 0.0183 0.360
H 14.58699 25.54366 10.59416 -0.1125 0.3408 -0.1807 0.354
H 11.47484 16.05259 18.25101 0.1094 0.1064 -0.0447 0.455
H 19.49431 13.52524 16.75940 0.0729 0.2781 -0.1126 0.534
H 16.45388 20.32116 21.22032 0.2883 0.8533 -0.1418 0.273
H 10.58835 23.75913 19.54785 -0.4549 0.3637 -0.4458 0.449
H 12.97696 14.47866 23.75893 0.4615 -0.7320 -0.3838 0.545
H 11.46834 17.28086 12.57768 0.0729 0.2018 -0.0981 -0.471
H 16.69350 13.90846 14.71577 0.0771 -0.1212 -1.1536 0.493
H 10.78429 20.22815 21.44004 0.2079 -0.7738 0.3462 0.519
H 18.81149 18.80387 11.13366 0.1533 -0.1591 0.4977 0.016
H 9.34646 20.68107 20.61048 0.1636 -0.0247 -0.5774 0.425
H 18.96124 21.64307 21.26603 -0.4455 -0.4356 -0.2288 0.654
H 21.85447 21.49007 20.60314 0.2002 -0.1748 0.6773 0.378
H 23.14692 13.91117 18.93842 -0.4532 0.1664 0.1440 0.450
H 10.70046 22.11636 22.52241 -0.3053 0.2117 0.0232 0.394
H 14.34474 29.86539 11.06962 -0.1335 -0.4016 -0.3058 0.295
H 21.54253 14.43804 15.87667 0.6270 -0.0238 0.0193 0.254
H 17.92226 19.53382 21.72818 0.1527 -0.3580 0.0555 0.590
H 10.90831 28.78926 11.48432 -0.1027 0.2814 -0.2334 0.300
H 20.79094 16.64341 18.10130 -0.0772 -0.0115 -0.0272 0.567
H 14.23002 14.20616 25.61980 0.3200 -0.2305 -0.9926 0.372
H 16.14339 28.98804 11.37947 -0.1906 -0.1320 0.1745 0.394
H 11.78563 16.14531 22.58751 -0.3263 -0.1273 -0.0207 0.328
H 19.06505 18.81174 8.60966 0.2233 -0.2854 -0.1603 0.407
H 15.35666 15.50181 22.09658 0.0370 0.0308 0.4594 0.036
H 13.79088 15.94370 11.52977 0.3070 0.0136 -0.5268 -0.176
H 23.93175 14.27228 16.79271 -0.0995 -0.0305 -0.1136 0.457
H 19.58114 15.26475 16.45564 -0.5444 0.3183 0.1764 0.098
H 18.80376 13.42602 13.03915 -0.3049 0.1402 -0.3392 0.483
H 12.94842 16.35397 19.18590 0.1316 -0.2437 -0.6476 -0.325
H 22.56767 16.14128 12.72092 -0.4382 0.1691 0.5467 0.187
H 11.92056 17.20905 21.13155 -0.0549 0.0364 0.5247 0.164
H 14.24029 19.05119 11.24521 0.0579 0.0348 -0.0483 -0.249
H 13.60969 23.60862 14.17684 -0.0289 -0.2210 0.9096 0.113
H 15.61799 16.06424 13.54288 -0.2233 0.2243 -0.0789 0.011
H 17.92380 21.61040 18.09687 0.0067 -0.3756 0.3801 -0.101
H 20.96541 25.15323 15.88329 -0.0261 -0.2994 0.0698 0.293
H 18.81358 21.59744 13.02073 0.3400 0.1371 -0.2235 0.124
H 11.58773 13.99193 17.86981 0.0057 0.0169 0.0863 0.525
H 15.26762 14.00560 10.57472 0.4636 0.2419 0.3752 0.529
H 16.83619 12.23370 21.17986 -0.5220 0.1372 -0.0492 0.419
H 15.12540 14.73018 16.79675 0.2442 0.0506 0.0856 0.266
H 23.49745 14.77174 13.27106 0.2410 0.3883 0.1719 0.329
H 12.58527 17.29615 17.67595 0.2284 -0.1283 0.1652 0.153
H 18.57868 15.47766 11.80364 0.0058 -0.0464 -0.4181 0.431
H 22.53617 23.15339 18.81770 -0.1707 -0.3100 -0.7212 0.351
H 12.46242 19.13621 12.74600 -0.5036 0.2176 -0.0291 -0.629
H 14.11909 19.34464 9.48666 -0.5262 0.3556 0.7510 0.535
H 21.75002 13.35106 17.28654 -0.1306 0.5436 -0.2952 0.454
H 21.89365 18.67838 17.90083 0.1960 0.7732 -0.1177 0.070
H 20.12268 17.85914 14.98602 0.0066 -0.0621 0.1366 -0.844
H 15.73757 24.23940 19.03925 -0.7533 -0.1735 -0.0055 0.644
H 10.39803 30.22585 12.42294 -0.2954 -0.3506 -0.0985 0.399
H 10.82698 20.06138 19.65264 -0.3653 -0.1641 -0.1679 0.232
H 12.50622 11.92518 17.82975 0.9484 0.0877 -0.4407 0.449
H 15.41850 10.47623 23.24718 0.4101 -0.6158 -0.6398 0.336
H 13.04092 28.81574 10.40816 -0.1596 0.2026 -0.2834 0.383
H 9.98688 13.90886 12.34085 -0.0251 -0.0996 0.2292 0.489
H 12.54982 15.91998 9.35192 -0.0840 -0.8283 -0.1715 0.360
H 21.54261 23.94162 13.09432 0.3002 -0.3833 0.0133 0.425
H 11.99247 21.07752 16.78140 0.0503 0.4271 0.3891 -0.017
H 14.80236 16.53017 16.90306 0.1578 0.0089 -0.3520 0.086
H 15.57688 11.05534 24.90634 0.4673 0.1983 -0.1039 0.389
H 13.43541 12.16373 24.76744 -0.6712 0.0393 -0.2879 0.435
H 14.03660 20.69711 10.68243 0.0538 -0.1811 -0.2367 0.491
H 20.07860 24.76081 13.55314 0.5445 -0.1066 -0.0178 0.397
H 12.51810 23.00122 18.31817 0.1796 -0.1371 -0.1312 0.136
H 15.52365 13.27231 20.68072 -0.3860 0.7051 -0.1697 0.015
H 19.49174 22.59084 19.03945 0.2247 0.0345 0.3913 0.172
H 19.69236 19.09089 19.15448 -0.3213 -0.2694 -0.4387 0.021
H 8.73613 15.98810 12.30018 0.0940 0.1071 -0.0405 0.411
H 17.77208 15.17587 14.27084 -0.7882 -0.0603 -0.5863 -0.349
H 10.27967 17.35333 13.82250 -0.3611 0.1138 -0.1036 0.290
H 16.38550 23.35258 17.70732 -0.0354 -0.1755 0.3802 0.097
H 14.96786 11.71861 17.37121 -0.4832 0.4650 0.2576 0.327
H 21.55812 16.85824 16.55495 -0.0675 0.2085 -0.4322 0.164
H 17.26374 12.80525 12.38662 0.4265 0.6764 0.3200 0.394
H 12.95918 22.83040 20.31436 -0.1065 -0.3399 0.3339 0.449
H 12.84648 16.43177 15.59116 -0.1008 -0.2888 0.0854 -0.435
H 12.78900 21.11604 19.81795 0.1627 0.3026 0.1156 0.352
H 18.48037 19.34813 17.83442 0.0913 0.3783 0.4489 -0.719
H 15.52213 26.60105 13.84044 0.2420 0.6409 -0.2401 0.454
H 12.17585 31.00825 11.31837 0.3572 -0.0615 -0.1879 0.413
```
Positions in Å, forces in eV/Å.

Properties
- Gap between HOMO and LUMO: 9.0 eV
- Charge: +8